[1]
Entry from the OMol25 dataset: a cluster of 2 separate species, CH3Cl2P in total (ωB97M-V/def2-TZVPD).

Values from the calculation:
total charge: 0
HOMO energy (spin up / spin down): -9.1 / -8.2 eV
energy above the lowest of the compared OMol25 structures with the same formula, charge and spin: 297.2 kJ/mol

Positions of all 7 atoms, in Å:
H -0.737 1.149 -1.372
Cl -1.132 -1.755 1.749
P 0.641 -0.807 1.520
Cl 0.557 0.682 2.858
H -0.344 -0.524 -1.596
H 0.930 0.836 -1.768
C 0.085 0.419 -1.391

Here are the natural (NBO) charges for atoms 1 to 5, given in e: atom 1 (H): 0.16, atom 2 (Cl): -0.29, atom 3 (P): 0.57, atom 4 (Cl): -0.28, atom 5 (H): 0.17


[2]
Entry from the OMol25 dataset: a structure of composition C4H8O (ωB97M-V/def2-TZVPD).

Values from the calculation:
total charge: 0
HOMO energy: -9.6 eV
energy above the lowest of the compared OMol25 structures with the same formula, charge and spin: 447.2 kJ/mol

Positions of all 13 atoms, in Å:
H -0.233 -1.673 -0.080
H 1.396 1.338 0.897
C 1.439 0.372 0.370
H 0.537 -1.554 0.579
O 1.381 -0.723 1.145
H -2.258 0.951 0.176
H -1.302 -1.104 -1.574
C -0.840 -0.571 -0.751
C -0.087 0.640 -0.590
C -1.309 0.418 0.276
H 2.194 0.338 -0.436
H -1.061 0.142 1.305
H 0.143 1.427 -1.315

Here are the natural (NBO) charges for atoms 1 to 5, given in e: atom 1 (H): 0.04, atom 2 (H): 0.17, atom 3 (C): 0.01, atom 4 (H): 0.36, atom 5 (O): -0.69


[3]
Entry from the OMol25 dataset: a structure of composition C22H29HoN3SbSi (ωB97M-V/def2-TZVPD).

Values from the calculation:
total charge: +2
HOMO energy (spin up / spin down): -14.1 / -14.1 eV
2S+1: 5

Positions of all 57 atoms, in Å:
C -3.526 0.468 2.892
H 0.944 -2.340 -2.753
C 2.240 2.425 3.065
H 4.284 1.350 0.711
H 4.716 -0.251 1.297
C 1.668 -0.422 2.191
H 2.456 2.129 0.178
H -0.253 -2.561 1.272
C -1.772 4.304 0.018
C -1.575 2.937 0.027
C -2.745 0.407 1.757
H 4.097 -0.862 4.422
H 1.252 2.336 3.530
H -3.942 -0.451 4.795
H -3.509 -1.333 -4.219
Si 3.025 0.714 2.833
C -3.351 -0.493 3.889
C -0.683 5.149 -0.182
H 2.835 3.045 3.736
H 2.122 3.006 2.145
C -0.762 -2.673 2.234
H 1.319 -0.814 -2.002
H -1.208 -2.264 -4.016
H 2.096 -1.420 2.017
C -1.591 -1.558 -3.292
H 1.813 1.697 -1.443
H 1.418 5.238 -0.639
H 0.677 -2.194 -1.040
N -1.252 -0.281 -1.312
H 2.866 0.098 5.237
C 0.697 3.227 -0.436
H -1.324 -3.607 2.183
Sb -3.290 1.629 0.058
H -4.323 0.274 -2.529
H 4.438 0.806 4.874
C -2.456 -1.521 3.687
H 2.723 3.166 -1.200
N -0.341 2.422 -0.157
C 0.564 4.608 -0.433
H -4.282 1.234 3.006
C -2.495 0.234 -1.401
H -0.005 -2.777 3.010
C 3.664 0.137 4.494
C -2.867 -1.039 -3.400
C -0.802 -1.153 -2.224
C 1.985 2.517 -0.734
C 4.457 0.762 1.615
H -2.339 -2.313 4.414
C -1.697 -1.539 2.517
H -0.820 6.222 -0.170
H 5.349 1.180 2.084
C 0.601 -1.645 -1.990
N -1.803 -0.558 1.606
Ho 0.196 0.214 0.560
H -2.761 4.722 0.153
H 0.969 -0.536 3.041
C -3.324 -0.135 -2.447

Here are the natural (NBO) charges for atoms 1 to 5, given in e: atom 1 (C): -0.26, atom 2 (H): 0.28, atom 3 (C): -1.12, atom 4 (H): 0.22, atom 5 (H): 0.25


[4]
Entry from the OMol25 dataset: a cluster of 11 separate species, C3H26N2O13 in total (ωB97M-V/def2-TZVPD).

Values from the calculation:
total charge: 0
SMILES: NCC(=O)NC(=O)O.O.O.O.O.O.O.O.O.O.O
HOMO energy: -9.7 eV
energy above the lowest of the compared OMol25 structures with the same formula, charge and spin: 5.1 kJ/mol

Positions of all 44 atoms, in Å:
H 3.295 -0.323 1.714
C 0.309 -0.234 -1.590
H -0.081 4.556 0.311
H -2.205 2.219 0.425
H 0.917 -5.043 -0.134
O 1.566 2.586 -3.386
H 0.283 -1.317 0.144
H 1.858 2.219 1.804
H -1.603 -2.910 -2.484
O 1.220 0.552 -4.132
H 0.255 3.807 -2.802
O 1.739 -2.690 1.987
C -0.213 -0.336 -0.185
H -1.047 4.412 -2.144
H 0.321 -2.177 3.042
O -2.239 -3.021 -1.739
H 0.822 -0.326 -3.922
H 0.232 0.321 0.621
H -1.031 3.470 -0.049
H -0.148 -4.499 0.532
H 1.712 -2.074 1.252
O -2.048 -0.171 2.999
N 0.810 1.031 -1.904
H -1.927 -0.317 0.847
O 0.612 -5.065 0.792
O -0.671 3.922 0.735
H 0.750 1.678 -1.074
C 1.275 1.443 -3.153
H -2.080 -1.179 -0.581
O 3.249 -0.616 0.792
O 1.249 1.959 1.111
H -1.171 -0.576 3.202
O -2.452 2.396 -0.490
H 0.500 2.604 1.066
H -2.041 0.611 3.599
H 3.016 0.148 0.254
O -0.139 4.150 -1.969
O 0.016 -1.664 3.808
H -2.524 1.490 -0.832
O 0.256 -1.137 -2.404
H 2.045 -3.569 1.710
H -0.357 -2.174 4.525
N -1.665 -0.384 -0.118
H -2.664 -3.775 -2.179

Here are the natural (NBO) charges for atoms 1 to 5, given in e: atom 1 (H): 0.48, atom 2 (C): 0.71, atom 3 (H): 0.49, atom 4 (H): 0.47, atom 5 (H): 0.46


[5]
Entry from the OMol25 dataset: a structure of composition C49H40MgN6O2S3 (ωB97M-V/def2-TZVPD).

Values from the calculation:
total charge: +2
HOMO energy: -13.8 eV

Positions of all 101 atoms, in Å:
C 6.289 -3.260 2.111
H -6.138 -0.092 1.465
H 2.488 4.950 3.628
C -1.288 -2.972 -4.047
N -0.699 -2.157 0.031
C -4.063 -0.598 1.301
N 1.919 -3.243 -1.575
C 0.793 2.178 -4.141
C 5.103 -3.250 1.181
S 0.447 1.294 -1.649
C -2.839 2.118 2.557
C 2.609 0.763 -0.149
C 3.019 -3.277 -0.654
C -0.531 -4.817 -5.353
C 5.335 -3.625 -0.137
C 1.823 -4.088 -2.526
C 0.234 2.505 -2.913
H 2.540 -4.895 -2.661
C -0.415 3.715 -2.694
N -0.618 0.117 1.420
C 0.054 4.310 -4.975
H 1.760 -2.683 0.970
H -1.008 5.565 -3.593
H -3.031 2.590 -0.817
H 1.124 2.859 -6.143
H -1.999 -2.183 -3.840
H 1.145 0.956 2.802
H -6.417 0.309 -0.957
N -0.240 -3.056 -3.229
C -2.495 2.133 1.210
O 7.279 -3.881 1.876
C 3.770 1.060 0.542
Mg 0.317 -1.914 -1.582
H 3.868 4.419 0.051
C -4.374 -0.133 -1.436
H -2.810 -4.880 3.803
H -4.372 2.611 3.961
C 1.839 4.271 3.089
H 1.795 3.907 -1.188
H 3.596 -2.676 2.616
C 0.194 2.553 1.733
C -4.081 2.604 2.918
C -2.092 -3.221 4.968
S -1.384 -1.266 0.965
H -2.286 -0.634 -1.602
C -2.999 -0.754 0.418
C -0.503 4.619 -3.740
H 4.503 -3.895 -2.089
C -1.473 -3.835 -5.118
H -4.502 0.056 -2.495
C -4.586 3.089 0.604
N -0.816 1.759 -0.706
C 3.509 3.397 0.000
H -1.324 -1.435 5.878
C 0.697 3.094 -5.177
C 0.678 -4.021 -3.466
H 2.641 2.523 4.043
C -2.403 -3.877 3.780
C -1.355 -1.291 3.738
C -3.141 -0.526 -0.946
C -5.296 -0.210 0.794
H 4.336 0.264 1.013
C -2.187 -3.252 2.564
H 5.387 -1.990 3.235
C -3.340 2.610 0.220
O 6.220 -2.472 3.207
C 1.094 2.026 2.645
H -0.632 4.296 0.764
H -2.149 1.740 3.304
H -0.646 -5.504 -6.181
C 4.220 2.374 0.616
H -5.922 3.469 2.235
H 5.138 2.598 1.145
H -5.269 3.465 -0.146
C -5.450 0.017 -0.568
C 0.924 4.776 2.169
C 2.776 -2.910 0.665
N 0.527 -0.084 -2.122
H -2.406 -3.754 1.629
H 6.341 -3.908 -0.425
C 1.908 1.793 -0.761
H 2.256 -0.255 -0.226
C 0.092 3.916 1.478
C 3.817 -2.907 1.580
C 4.300 -3.636 -1.055
C 0.570 -4.912 -4.510
H -0.854 3.935 -1.729
H -0.947 -0.290 3.705
H 1.280 1.220 -4.273
H -0.016 5.021 -5.788
C -1.669 -1.960 2.563
C -1.568 -1.937 4.950
H -2.344 -3.732 -5.751
H 0.857 5.842 1.996
H -3.936 -0.770 2.362
C 1.926 2.906 3.325
C 2.344 3.113 -0.700
H 1.331 -5.665 -4.665
C -4.951 3.087 1.943
S -0.894 1.512 0.814
H -2.258 -3.720 5.916

Here are the Löwdin charges for atoms 1 to 5, given in e: atom 1 (C): -0.47, atom 2 (H): 0.12, atom 3 (H): 0.12, atom 4 (C): -0.07, atom 5 (N): -0.31


Here are the calculated max |F| numbers, same order: 3.72, 3.90, 0.84, 3.20, 0.87 (eV/A).